DFT (the ωB97M-V functional and the def2-TZVPD basis) results for a 18-piece molecular cluster, C72H198N18O18 overall.

Bonds (Å) are listed after each position.
CARTESIAN COORDINATES (ANGSTROEM)
1 C -0.497 -3.636 1.656  C2 1.549, H7 1.110, H8 1.100, H9 1.054
2 C -0.033 -4.729 2.650  C1 1.549, C3 1.532, N6 1.456, H10 1.099
3 C -0.143 -4.183 4.078  C2 1.532, O4 1.442, H11 1.105, H12 1.122
4 O 0.862 -3.150 4.144  C3 1.442, C5 1.452
5 C 1.021 -2.758 5.533  O4 1.452, H13 1.052, H14 1.109, H15 1.112
6 N -0.899 -5.880 2.439  C2 1.456, H16 1.000, H17 1.030
7 H 0.074 -2.685 1.681  C1 1.110
8 H -1.554 -3.439 1.888  C1 1.100
9 H -0.587 -4.024 0.680  C1 1.054
10 H 1.009 -5.060 2.530  C2 1.099
11 H 0.019 -4.971 4.836  C3 1.105
12 H -1.192 -3.832 4.262  C3 1.122
13 H 1.327 -3.602 6.083  C5 1.052
14 H 0.049 -2.411 5.938  C5 1.109
15 H 1.832 -1.998 5.577  C5 1.112
16 H -1.868 -5.636 2.452  N6 1.000
17 H -0.754 -6.642 3.118  N6 1.030
18 C 2.605 -3.113 0.223  C19 1.509, H24 1.120, H25 1.046, H26 1.068
19 C 3.520 -3.916 1.115  C18 1.509, C20 1.500, N23 1.410, H27 1.114
20 C 3.788 -5.221 0.426  C19 1.500, O21 1.426, H28 1.081, H29 1.089
21 O 2.695 -6.115 0.624  C20 1.426, C22 1.417
22 C 2.966 -7.455 0.252  O21 1.417, H30 1.101, H31 1.097, H32 1.137
23 N 4.750 -3.237 1.244  C19 1.410, H33 0.998, H34 1.025
24 H 2.244 -2.215 0.788  C18 1.120
25 H 1.792 -3.698 -0.080  C18 1.046
26 H 3.071 -2.764 -0.672  C18 1.068
27 H 3.011 -4.159 2.075  C19 1.114
28 H 4.749 -5.645 0.681  C20 1.081
29 H 3.910 -4.869 -0.597  C20 1.089
30 H 2.026 -8.006 0.407  C22 1.101
31 H 3.735 -7.862 0.920  C22 1.097
32 H 3.363 -7.455 -0.813  C22 1.137
33 H 4.600 -2.250 1.267  N23 0.998
34 H 5.260 -3.553 2.075  N23 1.025
35 C 2.063 4.278 -7.827  C36 1.535, H41 1.079, H42 1.068, H43 1.079
36 C 3.394 4.701 -7.191  C35 1.535, C37 1.526, N40 1.504, H44 1.111
37 C 3.191 5.889 -6.254  C36 1.526, O38 1.411, H45 1.112, H46 1.121
38 O 4.428 6.381 -5.789  C37 1.411, C39 1.403
39 C 4.334 6.941 -4.506  O38 1.403, H47 1.122, H48 1.092, H49 1.094
40 N 4.120 3.504 -6.642  C36 1.504, H50 1.008, H51 1.017
41 H 1.401 3.713 -7.188  C35 1.079
42 H 2.247 3.719 -8.718  C35 1.068
43 H 1.479 5.111 -8.187  C35 1.079
44 H 4.132 5.039 -7.950  C36 1.111
45 H 2.590 5.532 -5.389  C37 1.112
46 H 2.659 6.701 -6.815  C37 1.121
47 H 3.983 6.197 -3.743  C39 1.122
48 H 3.571 7.720 -4.571  C39 1.092
49 H 5.336 7.335 -4.308  C39 1.094
50 H 3.564 2.965 -5.996  N40 1.008
51 H 4.863 3.991 -6.146  N40 1.017
52 C 1.117 4.515 1.896  C53 1.533, H58 1.119, H59 1.087, H60 1.107
53 C 0.242 4.256 3.128  C52 1.533, C54 1.504, N57 1.437, H61 1.092
54 C 0.786 3.104 3.928  C53 1.504, O55 1.450, H62 1.125, H63 1.140
55 O 0.866 1.944 3.061  C54 1.450, C56 1.350
56 C 1.332 0.821 3.647  O55 1.350, H64 1.138, H65 1.139, H66 1.083
57 N 0.064 5.394 3.987  C53 1.437, H67 0.994, H68 1.052
58 H 2.196 4.690 2.136  C52 1.119
59 H 0.711 5.334 1.308  C52 1.087
60 H 1.017 3.638 1.227  C52 1.107
61 H -0.708 3.917 2.711  C53 1.092
62 H 0.139 2.845 4.811  C54 1.125
63 H 1.763 3.458 4.398  C54 1.140
64 H 1.625 0.135 2.788  C56 1.138
65 H 0.535 0.219 4.197  C56 1.139
66 H 2.159 1.045 4.310  C56 1.083
67 H 0.533 6.235 3.739  N57 0.994
68 H 0.172 5.244 5.023  N57 1.052
69 C -5.864 1.191 -3.482  C70 1.564, H75 1.102, H76 1.108, H77 1.087
70 C -5.645 2.724 -3.705  C69 1.564, C71 1.541, N74 1.454, H78 1.093
71 C -5.470 3.358 -2.311  C70 1.541, O72 1.426, H79 1.140, H80 1.082
72 O -6.301 2.708 -1.351  C71 1.426, C73 1.440
73 C -5.755 2.482 -0.038  O72 1.440, H81 1.105, H82 1.108, H83 1.144
74 N -4.404 3.105 -4.359  C70 1.454, H84 1.045, H85 1.035
75 H -5.141 0.823 -2.737  C69 1.102
76 H -5.657 0.655 -4.429  C69 1.108
77 H -6.843 0.989 -3.054  C69 1.087
78 H -6.519 3.149 -4.205  C70 1.093
79 H -5.823 4.440 -2.374  C71 1.140
80 H -4.446 3.336 -1.963  C71 1.082
81 H -6.506 2.072 0.661  C73 1.105
82 H -5.360 3.443 0.350  C73 1.108
83 H -4.802 1.852 -0.090  C73 1.144
84 H -4.512 2.731 -5.329  N74 1.045
85 H -3.586 2.563 -4.030  N74 1.035
86 C 3.186 -3.758 -3.406  C87 1.549, H92 1.075, H93 1.116, H94 1.091
87 C 2.905 -4.577 -4.689  C86 1.549, C88 1.535, N91 1.472, H95 1.053
88 C 3.381 -6.019 -4.468  C87 1.535, O89 1.369, H96 1.067, H97 1.079
89 O 4.735 -6.202 -4.549  C88 1.369, C90 1.413
90 C 5.331 -7.474 -4.403  O89 1.413, H98 1.063, H99 1.103, H100 1.073
91 N 1.578 -4.645 -5.323  C87 1.472, H101 0.995, H102 1.027
92 H 2.500 -3.949 -2.601  C86 1.075
93 H 3.192 -2.674 -3.671  C86 1.116
94 H 4.226 -3.824 -3.084  C86 1.091
95 H 3.634 -4.174 -5.333  C87 1.053
96 H 2.847 -6.638 -5.154  C88 1.067
97 H 3.082 -6.342 -3.483  C88 1.079
98 H 5.614 -7.673 -3.398  C90 1.063
99 H 6.251 -7.493 -5.013  C90 1.103
100 H 4.646 -8.159 -4.865  C90 1.073
101 H 1.202 -3.723 -5.320  N91 0.995
102 H 0.950 -5.287 -4.826  N91 1.027
103 C 3.890 0.641 -3.634  C104 1.536, H109 1.087, H110 1.116, H111 1.119
104 C 4.420 -0.140 -4.847  C103 1.536, C105 1.506, N108 1.471, H112 1.049
105 C 3.399 -0.453 -5.910  C104 1.506, O106 1.385, H113 1.140, H114 1.092
106 O 2.377 -1.115 -5.250  C105 1.385, C107 1.454
107 C 1.300 -1.183 -6.225  O106 1.454, H115 1.122, H116 1.094, H117 1.084
108 N 5.604 0.287 -5.607  C104 1.471, H118 1.031, H119 1.046
109 H 3.233 0.004 -3.046  C103 1.087
110 H 3.326 1.570 -3.885  C103 1.116
111 H 4.815 0.886 -3.055  C103 1.119
112 H 4.663 -1.065 -4.416  C104 1.049
113 H 3.906 -1.154 -6.653  C105 1.140
114 H 3.063 0.463 -6.401  C105 1.092
115 H 1.670 -1.867 -7.033  C107 1.122
116 H 1.076 -0.182 -6.605  C107 1.094
117 H 0.467 -1.624 -5.689  C107 1.084
118 H 5.505 1.280 -5.869  N108 1.031
119 H 6.445 0.275 -4.987  N108 1.046
120 C 0.446 6.054 -3.738  C121 1.557, H126 1.104, H127 1.087, H128 1.116
121 C 0.205 4.519 -3.834  C120 1.557, C122 1.539, N125 1.455, H129 1.093
122 C 0.848 3.863 -2.600  C121 1.539, O123 1.391, H130 1.057, H131 1.118
123 O 2.218 4.067 -2.718  C122 1.391, C124 1.413
124 C 2.929 3.327 -1.747  O123 1.413, H132 1.071, H133 1.126, H134 1.129
125 N -1.163 4.033 -3.935  C121 1.455, H135 0.982, H136 1.019
126 H 1.525 6.285 -3.718  C120 1.104
127 H 0.041 6.508 -2.837  C120 1.087
128 H -0.066 6.549 -4.598  C120 1.116
129 H 0.786 4.209 -4.706  C121 1.093
130 H 0.725 2.818 -2.702  C122 1.057
131 H 0.489 4.339 -1.654  C122 1.118
132 H 3.964 3.545 -1.915  C124 1.071
133 H 2.744 2.220 -1.837  C124 1.126
134 H 2.714 3.551 -0.662  C124 1.129
135 H -1.648 4.284 -4.751  N125 0.982
136 H -1.748 4.366 -3.169  N125 1.019
137 C 0.266 -6.474 -2.159  C138 1.520, H143 1.093, H144 1.110, H145 1.106
138 C -1.214 -6.736 -1.936  C137 1.520, C139 1.491, N142 1.474, H146 1.117
139 C -1.513 -8.127 -1.491  C138 1.491, O140 1.431, H147 1.118, H148 1.062
140 O -2.915 -8.411 -1.462  C139 1.431, C141 1.421
141 C -3.187 -9.741 -1.043  O140 1.421, H149 1.121, H150 1.071, H151 1.059
142 N -1.766 -5.666 -1.085  C138 1.474, H152 1.013, H153 1.031
143 H 0.944 -6.394 -1.306  C137 1.093
144 H 0.254 -5.550 -2.772  C137 1.110
145 H 0.802 -7.148 -2.853  C137 1.106
146 H -1.632 -6.634 -2.968  C138 1.117
147 H -0.983 -8.248 -0.515  C139 1.118
148 H -1.025 -8.767 -2.184  C139 1.062
149 H -4.071 -10.171 -1.581  C141 1.121
150 H -3.484 -9.753 -0.014  C141 1.071
151 H -2.389 -10.420 -1.194  C141 1.059
152 H -1.231 -5.658 -0.225  N142 1.013
153 H -2.744 -5.905 -0.865  N142 1.031
154 C -1.086 7.526 1.302  C155 1.546, H160 1.047, H161 1.127, H162 1.095
155 C -2.399 6.811 1.694  C154 1.546, C156 1.526, N159 1.447, H163 1.118
156 C -2.447 5.495 0.925  C155 1.526, O157 1.411, H164 1.126, H165 1.071
157 O -2.419 5.707 -0.470  C156 1.411, C158 1.442
158 C -3.735 6.084 -0.926  O157 1.442, H166 1.077, H167 1.114, H168 1.089
159 N -2.698 6.730 3.107  C155 1.447, H169 0.999, H170 1.043
160 H -0.280 7.239 1.904  C154 1.047
161 H -1.329 8.618 1.445  C154 1.127
162 H -0.883 7.287 0.253  C154 1.095
163 H -3.188 7.484 1.277  C155 1.118
164 H -3.285 4.805 1.224  C156 1.126
165 H -1.621 4.839 1.115  C156 1.071
166 H -3.936 7.133 -0.793  C158 1.077
167 H -4.529 5.535 -0.371  C158 1.114
168 H -3.841 5.875 -1.989  C158 1.089
169 H -3.104 7.559 3.488  N159 0.999
170 H -1.888 6.313 3.615  N159 1.043
171 C -6.249 -4.932 0.724  C172 1.472, H177 1.091, H178 1.081, H179 1.112
172 C -5.030 -4.374 0.114  C171 1.472, C173 1.538, N176 1.457, H180 1.126
173 C -5.210 -2.891 -0.249  C172 1.538, O174 1.415, H181 1.074, H182 1.087
174 O -5.217 -2.168 0.967  C173 1.415, C175 1.367
175 C -5.289 -0.815 0.787  O174 1.367, H183 1.103, H184 1.132, H185 1.094
176 N -3.833 -4.623 0.907  C172 1.457, H186 1.013, H187 1.011
177 H -6.429 -4.364 1.638  C171 1.091
178 H -6.090 -5.981 0.931  C171 1.081
179 H -7.145 -4.816 0.075  C171 1.112
180 H -4.915 -4.857 -0.897  C172 1.126
181 H -6.180 -2.692 -0.665  C173 1.074
182 H -4.405 -2.616 -0.927  C173 1.087
183 H -6.289 -0.666 0.346  C175 1.103
184 H -4.475 -0.348 0.154  C175 1.132
185 H -5.101 -0.280 1.722  C175 1.094
186 H -3.790 -3.883 1.598  N176 1.013
187 H -3.017 -4.338 0.383  N176 1.011
188 C 6.327 1.275 4.563  C189 1.547, H194 1.079, H195 1.078, H196 1.110
189 C 6.189 0.684 3.140  C188 1.547, C190 1.511, N193 1.469, H197 1.099
190 C 4.720 0.463 2.866  C189 1.511, O191 1.431, H198 1.103, H199 1.085
191 O 4.390 0.030 1.543  C190 1.431, C192 1.431
192 C 4.268 1.097 0.597  O191 1.431, H200 1.085, H201 1.106, H202 1.073
193 N 6.908 1.442 2.107  C189 1.469, H203 0.993, H204 1.001
194 H 5.750 0.692 5.265  C188 1.079
195 H 6.030 2.309 4.636  C188 1.078
196 H 7.412 1.208 4.790  C188 1.110
197 H 6.594 -0.328 3.282  C189 1.099
198 H 4.137 1.346 3.178  C190 1.103
199 H 4.385 -0.329 3.527  C190 1.085
200 H 3.265 1.501 0.689  C192 1.085
201 H 4.315 0.630 -0.404  C192 1.106
202 H 4.985 1.887 0.718  C192 1.073
203 H 7.859 1.502 2.388  N193 0.993
204 H 6.902 0.872 1.285  N193 1.001
205 C -3.016 2.157 4.457  C206 1.481, H211 1.093, H212 1.078, H213 1.095
206 C -4.160 3.018 4.079  C205 1.481, C207 1.490, N210 1.442, H214 1.062
207 C -5.401 2.290 4.465  C206 1.490, O208 1.416, H215 1.048, H216 1.081
208 O -5.531 1.024 3.844  C207 1.416, C209 1.430
209 C -6.585 0.367 4.552  O208 1.430, H217 1.081, H218 1.103, H219 1.079
210 N -4.090 4.306 4.724  C206 1.442, H220 1.030, H221 1.024
211 H -3.177 1.621 5.396  C205 1.093
212 H -2.165 2.793 4.643  C205 1.078
213 H -2.666 1.434 3.713  C205 1.095
214 H -4.235 3.107 3.024  C206 1.062
215 H -6.280 2.794 4.196  C207 1.048
216 H -5.370 2.168 5.538  C207 1.081
217 H -6.132 -0.016 5.455  C209 1.081
218 H -7.068 -0.445 3.983  C209 1.103
219 H -7.329 1.065 4.902  C209 1.079
220 H -4.269 5.198 4.241  N210 1.030
221 H -3.161 4.401 5.144  N210 1.024
222 C -1.619 2.322 -0.288  C223 1.525, H228 1.128, H229 1.114, H230 1.102
223 C -1.792 0.902 0.243  C222 1.525, C224 1.550, N227 1.466, H231 1.081
224 C -0.630 -0.007 -0.231  C223 1.550, O225 1.378, H232 1.114, H233 1.154
225 O -0.552 -0.045 -1.607  C224 1.378, C226 1.433
226 C 0.577 -0.812 -2.043  O225 1.433, H234 1.079, H235 1.124, H236 1.088
227 N -1.970 0.901 1.697  C223 1.466, H237 1.006, H238 0.992
228 H -1.027 2.538 -1.224  C222 1.128
229 H -1.094 2.907 0.500  C222 1.114
230 H -2.617 2.786 -0.343  C222 1.102
231 H -2.759 0.680 -0.187  C223 1.081
232 H -0.677 -1.034 0.198  C224 1.114
233 H 0.317 0.391 0.297  C224 1.154
234 H 1.463 -0.420 -1.569  C226 1.079
235 H 0.624 -0.828 -3.166  C226 1.124
236 H 0.461 -1.845 -1.723  C226 1.088
237 H -1.183 1.303 2.179  N227 1.006
238 H -2.212 -0.007 2.014  N227 0.992
239 C -2.798 -3.155 -5.551  C240 1.506, H245 1.088, H246 1.093, H247 1.067
240 C -2.462 -3.017 -4.089  C239 1.506, C241 1.523, N244 1.500, H248 1.106
241 C -2.386 -1.538 -3.735  C240 1.523, O242 1.456, H249 1.082, H250 1.087
242 O -1.326 -0.894 -4.497  C241 1.456, C243 1.392
243 C -1.707 0.377 -4.916  O242 1.392, H251 1.120, H252 1.055, H253 1.099
244 N -3.505 -3.624 -3.198  C240 1.500, H254 0.991, H255 1.005
245 H -3.854 -2.931 -5.690  C239 1.088
246 H -2.776 -4.184 -5.915  C239 1.093
247 H -2.145 -2.572 -6.161  C239 1.067
248 H -1.508 -3.527 -3.859  C240 1.106
249 H -2.407 -1.364 -2.666  C241 1.082
250 H -3.354 -1.154 -4.047  C241 1.087
251 H -2.745 0.462 -5.327  C243 1.120
252 H -1.026 0.574 -5.698  C243 1.055
253 H -1.552 1.140 -4.140  C243 1.099
254 H -3.898 -4.484 -3.494  N244 0.991
255 H -3.012 -3.847 -2.352  N244 1.005
256 C 7.849 -0.822 -2.710  C257 1.523, H262 1.129, H263 1.090, H264 1.109
257 C 8.418 0.141 -1.677  C256 1.523, C258 1.527, N261 1.456, H265 1.078
258 C 7.629 1.447 -1.704  C257 1.527, O259 1.386, H266 1.100, H267 1.115
259 O 7.645 1.923 -3.005  C258 1.386, C260 1.405
260 C 6.839 3.014 -3.372  O259 1.405, H268 1.092, H269 1.109, H270 1.107
261 N 8.526 -0.363 -0.315  C257 1.456, H271 1.005, H272 1.034
262 H 8.290 -1.831 -2.461  C256 1.129
263 H 8.062 -0.636 -3.762  C256 1.090
264 H 6.749 -0.883 -2.577  C256 1.109
265 H 9.388 0.506 -1.974  C257 1.078
266 H 8.135 2.186 -1.065  C258 1.100
267 H 6.566 1.336 -1.387  C258 1.115
268 H 6.943 3.232 -4.437  C260 1.092
269 H 7.080 3.957 -2.842  C260 1.109
270 H 5.781 2.753 -3.177  C260 1.107
271 H 7.728 -0.965 -0.208  N261 1.005
272 H 9.333 -1.003 -0.231  N261 1.034
273 C -2.642 5.702 8.568  C274 1.531, H279 1.104, H280 1.101, H281 1.094
274 C -1.430 4.773 8.456  C273 1.531, C275 1.539, N278 1.434, H282 1.101
275 C -1.970 3.352 8.220  C274 1.539, O276 1.477, H283 1.129, H284 1.070
276 O -0.782 2.476 8.232  C275 1.477, C277 1.365
277 C -1.130 1.197 7.908  O276 1.365, H285 1.095, H286 1.121, H287 1.092
278 N -0.469 5.094 7.440  C274 1.434, H288 1.022, H289 1.011
279 H -2.193 6.689 8.777  C273 1.104
280 H -3.331 5.367 9.358  C273 1.101
281 H -3.180 5.821 7.623  C273 1.094
282 H -0.934 4.768 9.439  C274 1.101
283 H -2.471 3.299 7.210  C275 1.129
284 H -2.619 3.069 9.023  C275 1.070
285 H -1.920 0.855 8.585  C277 1.095
286 H -0.240 0.531 8.050  C277 1.121
287 H -1.504 1.019 6.897  C277 1.092
288 H -0.031 6.010 7.553  N278 1.022
289 H 0.306 4.444 7.424  N278 1.011
290 C -3.987 -1.994 3.999  C291 1.469, H296 1.106, H297 1.093, H298 1.129
291 C -4.293 -1.995 5.435  C290 1.469, C292 1.536, N295 1.447, H299 1.104
292 C -4.131 -3.310 6.212  C291 1.536, O293 1.380, H300 1.073, H301 1.109
293 O -5.145 -4.184 5.878  C292 1.380, C294 1.422
294 C -5.180 -5.405 6.607  O293 1.422, H302 1.083, H303 1.070, H304 1.136
295 N -3.333 -1.165 6.129  C291 1.447, H305 0.977, H306 1.027
296 H -4.112 -0.967 3.607  C290 1.106
297 H -4.708 -2.609 3.455  C290 1.093
298 H -2.978 -2.464 3.810  C290 1.129
299 H -5.308 -1.619 5.652  C291 1.104
300 H -4.249 -3.078 7.253  C292 1.073
301 H -3.118 -3.718 6.016  C292 1.109
302 H -4.360 -6.085 6.415  C294 1.083
303 H -6.034 -5.899 6.192  C294 1.070
304 H -5.412 -5.357 7.718  C294 1.136
305 H -3.598 -1.052 7.062  N295 0.977
306 H -3.348 -0.222 5.723  N295 1.027

As for the LUMO energy: 0.493 eV. For the orbital gap, the calculation gives 9.1 eV. The calculation puts the HOMO energy at -8.60 eV. As for the net charge: 0. As for the energy above the lowest of the compared OMol25 structures with the same formula, charge and spin: 83.93 kcal per mole.